Record 1
A structure of composition C23H39AsIrO3PSi3, computed with the ωB97M-V functional and the def2-TZVPD basis.

ORCA input file:
```
! wB97M-V def2-TZVPD RIJCOSX def2/J DEFGRID3
* xyz 0 5
Ir 0.90603 0.34475 -0.25041
O 1.37017 4.06165 1.53865
C 1.06422 3.38303 0.57765
O 0.51620 2.21229 0.65881
C 1.26754 3.99234 -0.81985
P 1.13047 3.01544 -2.36617
C 2.03895 1.47576 -1.90107
C 1.69946 0.20908 -2.43684
C 2.65929 -0.84074 -2.46590
C 3.90675 -0.65705 -1.94409
C 4.24351 0.58398 -1.36593
C 3.34539 1.61603 -1.33820
C -0.62303 2.50160 -2.45705
C -1.57482 2.76876 -1.47434
C -2.90889 2.44612 -1.67966
C -3.31268 1.84611 -2.86507
C -2.37649 1.58356 -3.85447
C -1.04670 1.92447 -3.65513
H 2.25016 4.46662 -0.82168
H 0.56819 4.82853 -0.91002
H 0.80923 0.09986 -3.04260
H 2.38352 -1.78525 -2.91681
H 4.63237 -1.45863 -1.96894
H 5.22520 0.72446 -0.93158
H 3.63575 2.56108 -0.89807
H -1.28112 3.20828 -0.53132
H -3.63467 2.66463 -0.90658
H -4.35519 1.60136 -3.02466
H -2.68342 1.14087 -4.79368
H -0.33395 1.77223 -4.45844
C -2.29086 -3.68049 -0.27507
Si -2.55433 -2.07114 -1.18264
C -1.78632 -2.15539 -2.88269
C -4.37108 -1.65726 -1.29588
As -1.42835 -0.38551 0.00262
Si -1.97342 -0.55401 2.30642
C -1.14674 -2.11530 2.90523
C -3.83697 -0.67865 2.44717
C -1.31914 0.95138 3.17109
H -2.66085 -4.50073 -0.89563
H -2.83048 -3.70210 0.67282
H -1.23455 -3.85754 -0.06558
H -1.97277 -3.13654 -3.32560
H -0.70611 -2.00186 -2.84279
H -2.20909 -1.39288 -3.53866
H -4.87254 -2.35030 -1.97625
H -4.51023 -0.64518 -1.67971
H -4.86250 -1.72008 -0.32375
H -1.72631 -3.00253 2.64717
H -1.03879 -2.07973 3.99219
H -0.15114 -2.20737 2.47143
H -4.18272 -1.67745 2.17133
H -4.34130 0.04555 1.80552
H -4.15225 -0.48927 3.47619
H -0.32562 1.22508 2.81533
H -1.26822 0.75647 4.24538
H -1.96307 1.81713 3.00758
C 4.41470 -1.75342 1.55524
Si 2.91998 -0.80120 2.16421
C 2.37883 -1.57423 3.77906
C 3.38229 0.98269 2.49035
O 1.67736 -0.89331 1.08866
H 5.05272 -2.02920 2.39768
H 5.01971 -1.17215 0.85837
H 4.10906 -2.67352 1.05178
H 3.19970 -1.54356 4.49906
H 2.08055 -2.61731 3.65390
H 1.53487 -1.03355 4.21202
H 3.87212 1.07925 3.46182
H 2.49178 1.61840 2.50231
H 4.06059 1.38554 1.73576
*
```

As for the lowest unoccupied orbital energy (alpha / beta): 0.44 / -1.83 eV. As for the molar mass: 745.93 g/mol. The max |F| comes out at 0.6 eV Å⁻¹. As for the relative energy (zero: lowest compared OMol25 entry of this formula, charge and spin): 0.178 eV. The value obtained for the orbital gap (alpha / beta) is 7.723 / 6.216 eV. The HOMO energy (alpha / beta) comes out at -0.26765 / -0.29582 hartree.

=====

Record 2
The ion C23H39Cl2F2N2O2S with charge +1 in a non-equilibrium geometry, computed with the ωB97M-V functional and the def2-TZVPD basis.

ORCA input file:
```
! wB97M-V def2-TZVPD RIJCOSX def2/J DEFGRID3
* xyz 1 1
C -5.58438 2.78442 -1.27497
C -4.63875 1.71139 -0.67982
C -4.43612 1.87993 0.82698
C -3.32945 0.96524 1.40660
C -1.93419 1.53965 1.08877
C -0.82731 0.51994 1.47198
C 0.45231 0.44112 0.61125
N 1.20544 1.64459 0.23474
C 0.55950 2.59522 -0.65314
C -0.07786 3.88459 -0.11221
O 0.58248 2.48812 -1.81114
C 1.75734 2.41378 1.34797
C 3.15529 2.97327 1.11926
O 1.21558 2.61519 2.36569
C 1.26326 -0.65964 1.43095
S 1.98246 -0.28099 3.07166
N 2.11988 -1.47046 0.50957
C 3.05803 -2.52247 0.89985
F 3.44418 -3.26664 -0.15755
C 2.48557 -3.47755 1.96655
C 1.78232 -4.73540 1.37141
C 1.90081 -1.02396 -0.67142
C 2.74073 -1.14484 -1.88550
C 2.92936 0.21197 -2.60958
C 2.34955 0.10214 -4.01610
F 0.96384 0.14150 -3.94097
C 0.49541 -0.39475 -0.73623
C -0.59686 -1.41038 -1.14947
Cl -2.18483 -0.63709 -1.40171
C -0.66851 -2.76058 -0.38931
C -1.99796 -3.04063 0.35185
Cl -0.57235 -4.08722 -1.64255
H -6.18459 3.28394 -0.51340
H -6.28032 2.27593 -1.94695
H -5.04717 3.51481 -1.87894
H -4.98751 0.70695 -0.93441
H -3.67161 1.84240 -1.17689
H -5.38006 1.70191 1.34607
H -4.09821 2.90858 1.00196
H -3.47822 -0.02521 0.96402
H -3.46214 0.84365 2.48494
H -1.91595 1.80287 0.03158
H -1.85275 2.40716 1.74172
H -0.50166 0.79555 2.48079
H -1.31758 -0.44631 1.59594
H -0.92421 4.12839 -0.75037
H -0.46085 3.78994 0.90039
H 0.62144 4.72108 -0.18152
H 3.89278 2.41938 1.69954
H 3.15333 4.00227 1.48286
H 3.41103 3.00410 0.05795
H 0.51378 -1.41011 1.70430
H 3.29033 -0.60572 2.96171
H 3.95792 -2.06499 1.32093
H 3.34343 -3.83663 2.53188
H 1.78599 -3.00661 2.65292
H 2.33196 -5.64959 1.57473
H 1.53644 -4.63002 0.31555
H 0.81860 -4.84548 1.87671
H 3.72521 -1.51292 -1.59739
H 2.31393 -1.91048 -2.54320
H 3.98660 0.43817 -2.74722
H 2.44976 1.06433 -2.12448
H 2.66884 0.95685 -4.61459
H 2.63423 -0.82593 -4.51590
H 0.61554 0.15652 -1.67313
H -0.32804 -1.68166 -2.16848
H 0.18493 -2.96172 0.25043
H -2.40025 -2.16029 0.85009
H -1.82455 -3.88413 1.01739
H -2.71515 -3.30645 -0.42094
*
```

As for the lowest unoccupied orbital energy: -3.97 eV. As for the molar mass: 516.55 g/mol. The structure (SMILES) is CCCCCC[C@@]1(N(C(C)=O)C(C)=O)[C@H](S)[N+]([C@H](F)CC)=C(CCCF)[C@H]1[C@H](Cl)[C@@H](C)Cl. The max |F| comes out at 3.8 eV Å⁻¹. The value obtained for the orbital gap is 8.784 eV. The HOMO energy comes out at -0.46851 hartree.

=====

Record 3
A structure of composition C23H39ClF4FeN10O2 in a non-equilibrium geometry, computed with the ωB97M-V functional and the def2-TZVPD basis.

ORCA input file:
```
! wB97M-V def2-TZVPD RIJCOSX def2/J DEFGRID3
* xyz 1 2
Fe 0.26678 -0.89124 0.67173
C 1.13637 -0.63355 3.51390
N 1.83869 -0.79340 2.22834
C 2.85815 0.25302 2.11294
C 2.49470 -2.13531 2.16331
C 2.26987 -2.66502 0.76068
N 0.83189 -2.65099 0.54036
C 0.14635 -3.84547 0.66330
C -0.87016 -4.03469 1.59907
F -1.13936 -3.07008 2.49753
C -1.58209 -5.21794 1.66956
F -2.54446 -5.33291 2.59451
C -1.29879 -6.28060 0.83725
C -0.27466 -6.12197 -0.07674
F 0.03246 -7.11991 -0.91394
C 0.42466 -4.93645 -0.16717
F 1.36922 -4.80360 -1.11291
H 1.82660 -0.77175 4.35327
H 0.33061 -1.36222 3.58750
H 0.72219 0.37369 3.58534
H 3.53412 0.24098 2.97487
H 2.39394 1.23900 2.06579
H 3.44465 0.09735 1.21127
H 2.00120 -2.79786 2.87494
H 3.54826 -2.05601 2.44828
H 2.72102 -3.64600 0.60534
H 2.76245 -1.98328 0.04879
H -1.85226 -7.20552 0.90221
N -0.27732 1.11033 0.88730
C -1.53471 1.16147 1.67554
C -2.45982 2.32962 1.33154
C -2.91264 2.45321 -0.12887
C -3.67496 1.25698 -0.70953
N -4.79845 0.82143 0.11539
C -5.97625 1.39897 0.19379
N -6.81173 1.03923 1.17431
N -6.36442 2.33501 -0.68315
C -2.26391 -0.18708 1.52925
O -3.39159 -0.29988 2.02552
O -1.67806 -1.03762 0.80212
H 0.42052 1.72077 1.30065
H -0.42399 1.46249 -0.05566
H -1.24948 1.26428 2.72443
H -1.96202 3.26391 1.60421
H -3.33049 2.24731 1.98365
H -2.06378 2.65109 -0.79270
H -3.53585 3.34895 -0.19791
H -3.03024 0.38202 -0.80083
H -4.01355 1.47475 -1.72478
H -4.49651 0.21835 0.90013
H -6.51608 0.37141 1.86708
H -7.74572 1.40225 1.23315
H -5.80400 2.53308 -1.49222
H -7.30313 2.69228 -0.67253
Cl -1.29210 -2.16207 -1.87699
C -0.10439 -1.01807 -1.36245
H -0.43672 0.00061 -1.54372
H 0.87630 -1.26682 -1.74500
C 3.58326 0.64942 -1.61331
N 4.41971 1.52686 -2.42025
C 3.83504 1.61669 -3.76067
N 2.46284 2.13211 -3.71870
C 1.66713 1.24101 -2.88421
N 2.18803 1.12877 -1.50283
C 2.23308 2.49460 -0.95107
N 3.04581 3.41142 -1.73926
C 4.40497 2.86139 -1.82008
C 2.49083 3.45539 -3.09667
H 4.01709 0.57557 -0.61488
H 3.57080 -0.34683 -2.06193
H 3.83095 0.62547 -4.21698
H 4.44646 2.28009 -4.37347
H 1.65352 0.24950 -3.33893
H 0.64094 1.61714 -2.84405
H 2.63663 2.45242 0.06440
H 1.21418 2.89636 -0.91535
H 4.82685 2.80690 -0.81413
H 5.02261 3.53093 -2.41951
H 3.09798 4.12535 -3.70656
H 1.47399 3.85285 -3.05255
*
```

As for the lowest unoccupied orbital energy (alpha / beta): -2.55 / -2.32 eV. As for the molar mass: 654.92 g/mol. The max |F| comes out at 1.3 eV Å⁻¹. As for the relative energy (zero: lowest compared OMol25 entry of this formula, charge and spin): 0.092 eV. The value obtained for the orbital gap (alpha / beta) is 7.314 / 7.660 eV. The HOMO energy (alpha / beta) comes out at -0.36239 / -0.36661 hartree.